Density functional theory data (ωB97M-V/def2-TZVPD) for a molecular structure, C26H70BF6HgN7O10PbS2 in a non-equilibrium geometry.

Output
- Spin multiplicity: 1
- Energy relative to the best compared isomer or geometry (same formula, charge and spin): 0.0000 eV
- Charge: +2
- Electronic energy: -107061.0195 eV
- Largest force on an atom: 0.0603 hartree/bohr
- E_LUMO: -4.05 eV
- HOMO-LUMO gap: 9.83 eV

```
124
Properties=species:S:1:pos:R:3:forces:R:3:lowdin_charge:R:1
Hg -0.30022 2.18966 0.17498 0.056 0.447 0.180 1.106
Pb -0.27902 -2.69377 -0.15144 -0.088 -0.592 0.288 1.601
C -2.77737 0.81607 -3.25069 -0.601 0.147 0.529 -0.660
F -3.39941 1.98675 -3.28721 0.183 0.013 -0.167 0.149
F -3.45650 -0.05648 -3.97561 0.128 -0.163 -0.129 0.170
F -1.55682 0.94881 -3.73867 0.061 -0.178 -0.042 0.159
S -2.78990 0.15886 -1.47632 1.566 0.951 0.459 0.663
O -4.05869 -0.46168 -1.33785 -0.372 0.020 0.279 -0.249
O -1.63269 -0.70570 -1.38493 -0.165 0.436 -0.337 -0.423
N -2.46989 1.51023 -0.47386 -1.659 -1.999 -1.692 -0.326
S -3.87504 2.25675 -0.10181 -0.241 1.355 0.125 0.588
O -3.58434 3.61624 0.25878 0.572 -0.313 0.454 -0.277
O -4.92693 2.06246 -1.03856 -0.034 -0.381 0.067 -0.242
C -4.40475 1.42154 1.49063 0.148 -0.213 -0.489 -0.671
F -5.06242 2.25699 2.26104 -0.141 0.252 0.091 0.177
F -5.16203 0.37284 1.21674 -0.053 -0.099 0.038 0.158
F -3.31747 0.98832 2.15241 0.092 -0.034 0.169 0.102
B 0.41874 -0.15334 0.89082 -0.373 0.015 0.460 -0.552
H 1.19541 -1.04298 1.08790 0.651 0.061 -0.080 -0.034
H 0.55123 0.69411 1.72273 0.154 -0.038 0.509 -0.035
H 0.53651 0.29730 -0.23383 0.289 -0.137 -0.667 -0.015
H -0.68825 -0.60066 0.97288 -0.469 0.150 0.278 -0.062
C -4.94337 -3.23319 0.23812 -1.109 1.102 1.443 -0.041
C -3.47000 -3.03940 0.53803 0.084 0.322 -1.960 -0.426
C -3.11176 -3.23336 1.98497 0.823 -0.303 0.110 -0.168
O -1.68791 -3.19983 2.12089 0.105 -0.256 -0.238 -0.332
C -1.27694 -3.21385 3.48140 -0.442 1.395 0.034 -0.062
N -2.67079 -3.94422 -0.38688 -0.927 -0.404 1.366 -0.008
H -5.27471 -4.27048 0.19606 0.252 -0.079 -0.268 0.093
H -5.33030 -2.62453 -0.57802 0.490 -0.411 -0.536 0.081
H -5.53605 -2.79326 1.05637 0.160 -0.204 0.142 0.094
H -3.16463 -2.04153 0.22145 -0.242 0.198 0.375 0.087
H -3.44782 -4.20813 2.36237 -0.291 0.140 0.068 0.147
H -3.49690 -2.40962 2.59154 -0.456 -0.161 -0.063 0.142
H -1.77824 -4.00290 4.04223 0.473 -0.351 -0.042 0.105
H -1.57604 -2.26418 3.95259 -0.170 -0.117 -0.034 0.101
H -0.19431 -3.17176 3.49361 0.090 -0.713 0.087 0.080
H -3.12410 -3.93448 -1.29954 0.014 0.368 0.008 0.087
H -3.01283 -4.83213 -0.00716 0.832 -0.460 -0.419 0.093
C -1.57437 5.48731 -2.93094 -0.183 0.089 -0.267 -0.031
C -1.09636 4.24719 -2.18567 -0.038 0.072 -0.549 -0.418
C 0.08755 3.59414 -2.84781 1.052 -0.542 -0.002 -0.174
O 0.27229 2.25776 -2.35580 -0.830 0.290 0.037 -0.303
C 1.28862 1.55808 -3.01431 1.396 0.333 0.621 -0.105
N -0.90097 4.50441 -0.73461 -0.552 0.229 -0.837 0.042
H -2.56278 5.79344 -2.58095 0.026 -0.112 0.157 0.093
H -1.70681 5.24025 -3.98604 0.116 0.167 -0.032 0.092
H -0.93195 6.36490 -2.83632 0.242 -0.168 -0.038 0.091
H -1.89072 3.51264 -2.34288 -0.090 0.021 0.651 0.112
H 1.05519 4.08026 -2.65568 -0.237 0.515 -0.208 0.125
H -0.06821 3.53600 -3.92926 -0.041 0.157 0.014 0.141
H 1.09086 1.34020 -4.06502 -0.346 -0.235 0.104 0.104
H 1.54997 0.70148 -2.39053 -0.543 -0.400 -0.360 0.069
H 2.24132 2.11616 -2.98296 -0.269 0.314 -0.222 0.087
H -0.22354 5.25940 -0.61417 0.370 -0.355 -0.064 0.093
H -1.76683 5.01310 -0.54077 -0.111 -0.598 0.795 0.079
C 0.56576 -7.42449 0.96309 -0.231 -0.665 -0.102 -0.046
C 0.45480 -5.91843 0.93148 -0.075 0.696 0.931 -0.422
C 1.65975 -5.27933 1.60729 0.199 -0.941 -1.076 -0.215
O 1.49574 -3.88799 1.69223 -0.167 0.249 0.459 -0.311
C 2.51672 -3.29168 2.48667 0.189 -0.368 0.308 -0.076
N 0.24019 -5.35024 -0.42379 0.680 -1.108 -0.542 -0.001
H 0.63181 -7.83780 1.97078 0.158 0.288 0.096 0.094
H 1.42382 -7.79949 0.39904 0.031 0.131 -0.015 0.095
H -0.32757 -7.90464 0.55384 0.022 0.178 -0.187 0.089
H -0.38513 -5.58385 1.55244 -0.251 -0.213 -0.230 0.134
H 2.53129 -5.53656 0.97453 0.174 0.235 0.201 0.139
H 1.82841 -5.77989 2.56508 -0.097 0.363 0.209 0.144
H 2.48426 -3.69227 3.50547 -0.027 -0.033 -0.042 0.103
H 2.37721 -2.21623 2.55097 -0.097 -0.006 -0.306 0.083
H 3.49561 -3.54954 2.06932 0.065 0.218 0.004 0.100
H -0.18525 -6.11513 -0.95393 -0.834 0.454 0.093 0.098
H 1.12758 -5.36596 -0.93373 0.219 0.253 0.417 0.072
C 3.83701 -2.56508 -2.71959 0.073 0.521 -1.689 -0.045
C 2.46999 -2.23497 -2.15847 0.340 -0.598 1.623 -0.378
C 1.39385 -2.43263 -3.21531 0.338 -0.590 -0.048 -0.174
O 0.08736 -2.51309 -2.65410 0.730 -0.114 -0.494 -0.347
C -0.85978 -2.87168 -3.64466 -1.037 0.348 -0.143 -0.074
N 2.25116 -2.96838 -0.85789 0.308 -0.138 -0.395 -0.010
H 3.98802 -1.90712 -3.58722 0.318 0.092 0.210 0.095
H 3.89413 -3.55245 -3.18772 -0.292 -0.186 0.399 0.092
H 4.69953 -2.46563 -2.06614 -0.244 0.214 0.322 0.077
H 2.41149 -1.22339 -1.74424 0.188 0.287 -0.659 0.116
H 1.60118 -3.34423 -3.79206 -0.069 -0.155 0.209 0.138
H 1.46673 -1.63093 -3.95833 -0.180 0.216 0.199 0.140
H -0.85596 -2.16181 -4.47609 0.238 -0.027 -0.014 0.107
H -1.85084 -2.78799 -3.19775 0.071 -0.050 0.123 0.082
H -0.74499 -3.88692 -4.02980 0.344 -0.014 0.115 0.106
H 2.99923 -2.62537 -0.25572 -0.430 0.431 0.242 0.089
H 2.50979 -3.95467 -0.85201 -0.235 -0.053 -0.744 0.073
C -2.42002 4.30420 3.61581 0.531 -0.605 0.629 -0.026
C -1.29772 4.15941 2.59190 -0.809 -0.021 -0.332 -0.406
C -0.15897 5.07461 2.94381 1.130 0.076 -0.372 -0.180
O 0.77377 5.15934 1.85819 0.023 -0.035 -0.355 -0.272
C 1.83089 6.09251 2.13771 -1.432 0.389 -0.231 -0.061
N -0.87599 2.72518 2.45410 0.446 1.054 0.436 0.047
H -2.98133 5.22345 3.48292 -0.011 0.034 0.127 0.099
H -1.97574 4.23573 4.61672 -0.073 0.496 0.041 0.096
H -3.09717 3.44840 3.62925 -0.204 0.154 -0.548 0.068
H -1.66559 4.46346 1.61317 -0.088 -0.011 0.067 0.088
H 0.42620 4.69765 3.79730 -0.390 0.076 0.264 0.138
H -0.49930 6.09289 3.15245 -0.297 -0.147 0.216 0.145
H 1.47716 7.11774 1.96411 -0.151 -0.060 0.258 0.099
H 2.59941 5.96477 1.37967 0.464 -0.444 0.509 0.089
H 2.05436 5.98357 3.19847 0.954 0.059 -0.189 0.096
H -0.05762 2.60558 3.05120 0.095 -0.216 -0.223 0.091
H -1.59139 2.16357 2.90247 -0.067 -0.283 -0.364 0.070
C 3.10302 2.34079 1.92837 -1.155 0.095 0.209 -0.028
C 3.23775 2.76935 0.48518 0.232 -0.470 -0.194 -0.371
C 3.83033 1.64767 -0.35149 -0.191 0.118 0.310 -0.226
O 5.13222 1.42718 0.10203 0.514 0.251 -0.241 -0.174
C 5.88232 0.63617 -0.79780 0.592 -0.072 0.547 -0.085
N 1.90976 3.21868 -0.08915 1.754 1.434 1.326 0.041
H 2.18739 1.74955 2.01501 0.299 -0.478 -0.126 0.039
H 2.87548 3.15379 2.62426 0.611 0.270 -0.136 0.081
H 3.95924 1.75400 2.24387 0.049 0.122 0.151 0.094
H 3.95953 3.58843 0.39796 -0.089 0.099 0.085 0.150
H 3.85238 1.98132 -1.39530 -0.155 -0.291 -0.152 0.116
H 3.25406 0.72189 -0.20624 -0.312 0.045 -0.394 0.125
H 6.93286 0.69867 -0.51263 -0.087 0.048 0.192 0.097
H 5.83931 1.00767 -1.82516 -0.368 -0.175 -0.052 0.094
H 5.59020 -0.41432 -0.68557 -0.122 -0.014 -0.447 0.079
H 1.73242 3.96440 0.60340 -0.888 -0.371 -0.009 0.039
H 2.22114 3.85039 -0.83213 -0.568 -0.590 -0.671 0.090
```
Forces are in eV/Å.



Density functional theory data (ωB97M-V/def2-TZVPD) for a single C4H4N2O molecule in a non-equilibrium geometry.

Output
- Spin multiplicity: 1
- Energy relative to the best compared isomer or geometry (same formula, charge and spin): 7.6417 eV
- Charge: 0
- Electronic energy: -9232.8462 eV
- Largest force on an atom: 0.2980 hartree/bohr
- E_LUMO: -0.64 eV
- HOMO-LUMO gap: 9.79 eV
- SMILES: N#C[C@H]1CC=NO1

```
11
Properties=species:S:1:pos:R:3:forces:R:3:lowdin_charge:R:1
C 1.52454 -0.69900 -0.49708 9.957 10.807 -4.345 -0.027
C 0.37248 -0.92182 0.36955 -2.530 -1.179 0.557 -0.388
C -0.10952 0.54340 0.73400 -0.276 1.345 -0.217 -0.070
C -1.16865 0.83953 -0.56585 2.951 -8.980 1.952 -0.005
H 0.38532 -1.81089 1.14080 0.816 2.318 -0.960 0.189
H 0.73788 1.18365 0.34122 -0.985 -0.318 1.641 0.073
H -0.39472 0.68765 1.90244 0.313 -0.086 -3.160 0.150
H -1.76373 1.62485 -0.80722 -1.165 2.471 -0.826 0.060
N 2.40960 0.32761 -0.96142 -8.561 -10.934 4.247 0.107
N -1.30101 -0.33494 -1.21943 0.191 2.759 2.714 0.080
O -0.69222 -1.44004 -0.43702 -0.713 1.797 -1.602 -0.168
```
Forces are in eV/Å.



Density functional theory data (ωB97M-V/def2-TZVPD) for a gas-phase ion, C3H6NO2 (charge -1) in a non-equilibrium geometry.

Output
- Spin multiplicity: 1
- Energy relative to the best compared isomer or geometry (same formula, charge and spin): 1.8700 eV
- Charge: -1
- Electronic energy: -8793.3469 eV
- Largest force on an atom: 0.0283 hartree/bohr
- E_LUMO: 4.29 eV
- HOMO-LUMO gap: 7.28 eV
- SMILES: O=CNCC[O-]

```
12
Properties=species:S:1:pos:R:3:forces:R:3:lowdin_charge:R:1
C 0.04011 -0.51666 -1.52005 0.407 0.305 -0.270 -0.411
N 0.59991 -0.25104 -0.32225 -0.141 -0.981 0.312 -0.018
C 0.35615 0.95355 0.43986 -0.496 0.279 0.144 -0.196
C -0.33895 0.47628 1.79804 1.195 -0.663 0.495 -0.490
O -0.72067 -0.81432 1.75856 -0.550 0.012 -0.238 -0.358
O 0.00490 0.20732 -2.50552 -0.268 0.139 0.140 -0.045
H -0.39012 -1.53516 -1.55880 0.201 -0.090 -0.092 0.120
H 0.33127 -1.01502 0.34323 -0.166 0.335 0.132 0.085
H -0.31690 1.58532 -0.13393 0.006 0.262 -0.109 0.092
H 1.25247 1.51539 0.71045 0.141 -0.012 -0.362 0.083
H -1.09492 1.23700 2.07773 -0.284 -0.026 -0.169 0.070
H 0.46731 0.57696 2.57299 -0.045 0.439 0.016 0.067
```
Forces are in eV/Å.



Density functional theory data (ωB97M-V/def2-TZVPD) for a molecular structure, C19H18ClN6O10W in a non-equilibrium geometry.

Output
- Spin multiplicity: 3
- <S²>: 2.0375
- Energy relative to the best compared isomer or geometry (same formula, charge and spin): 3.0337 eV
- Charge: +1
- Electronic energy: -63734.4365 eV
- Largest force on an atom: 0.1054 hartree/bohr
- E_LUMO (alpha / beta): -5.07 / -6.85 eV
- HOMO-LUMO gap (alpha / beta): 7.32 / 5.64 eV

```
55
Properties=species:S:1:pos:R:3:forces:R:3:lowdin_charge:R:1
W -0.78887 1.37159 1.18729 1.529 3.887 -3.452 1.861
O -2.82407 1.51399 0.30779 0.387 0.432 -0.516 -0.187
N -3.02557 1.77299 -0.93771 -0.075 -0.275 0.390 0.090
N -1.95867 1.92359 -1.58321 0.118 -0.016 1.792 -0.147
O -0.80207 1.77579 -0.91671 -0.318 -0.267 0.338 -0.241
C -1.91557 2.10699 -2.98171 0.141 0.166 -1.277 -0.179
C -2.84517 2.92599 -3.61391 0.196 -0.070 0.317 0.002
C -2.76227 3.09159 -4.98501 0.043 -0.116 0.007 -0.051
C -1.78807 2.42649 -5.71591 -0.056 -0.018 0.103 -0.051
C -0.88687 1.58719 -5.07671 -0.080 0.094 0.035 -0.053
C -0.93617 1.43099 -3.70371 -0.088 0.028 0.274 -0.001
H -3.60367 3.42959 -3.03691 -0.079 0.083 0.074 0.120
H -3.46197 3.74419 -5.48041 -0.096 0.060 -0.065 0.116
H -1.73727 2.55779 -6.78491 0.012 0.016 -0.110 0.115
H -0.14587 1.05309 -5.64881 0.111 -0.044 -0.052 0.112
H -0.23847 0.78699 -3.18851 0.057 -0.005 0.022 0.103
Cl 0.80683 3.41899 0.88339 -0.373 -0.657 0.186 0.722
C -0.94727 3.54849 1.26199 -0.019 0.989 0.609 -0.527
H -1.35997 4.24739 0.52269 -0.268 -0.843 -0.041 0.047
H -1.00647 4.03939 2.24279 -0.123 -0.566 -0.141 0.048
O 0.89453 0.39789 1.55059 1.286 -0.239 -0.468 -0.222
N 0.85243 0.48869 0.20459 -0.090 -0.836 0.946 -0.154
C 0.89693 -3.74441 -1.54611 -0.020 0.144 0.017 -0.023
C 1.65323 -2.56111 -2.18421 0.309 -0.661 -0.298 -0.605
C 1.07143 -2.24961 -3.56881 -0.002 0.066 0.136 -0.035
C 3.14863 -2.91141 -2.30141 -0.099 0.129 0.040 -0.025
C 1.48493 -1.43521 -1.30301 -0.450 0.906 0.565 0.119
C 1.18163 -0.53631 -0.52811 0.283 -0.128 -0.469 0.008
H 0.98393 -4.61151 -2.19561 0.017 -0.076 -0.062 0.097
H -0.15557 -3.49861 -1.42481 -0.102 -0.054 0.011 0.091
H 1.31603 -3.98781 -0.57331 0.022 -0.055 0.073 0.094
H 1.18543 -3.12641 -4.20151 0.011 -0.053 -0.067 0.095
H 1.59433 -1.41651 -4.03291 0.043 0.066 -0.058 0.089
H 0.01223 -2.01121 -3.49831 -0.096 0.020 -0.024 0.087
H 3.24843 -3.79381 -2.92861 0.040 -0.061 -0.051 0.096
H 3.57803 -3.12281 -1.32521 0.032 -0.044 0.057 0.094
H 3.70143 -2.09141 -2.75381 0.069 0.024 -0.055 0.092
O 1.58823 -3.12611 6.49829 0.342 -0.088 0.508 0.122
N 0.87833 -3.09021 5.52879 -0.080 0.233 -0.156 -0.365
O 0.43363 -4.03771 4.92889 -0.209 -0.545 -0.186 0.103
C 0.53903 -1.77301 5.00339 -0.517 0.699 -0.692 -0.104
C 1.13323 -0.64081 5.54729 -0.025 0.191 -0.006 0.127
C 0.90303 0.59889 4.97989 -0.403 -0.342 -0.354 -0.027
C 0.04293 0.75829 3.87179 -0.080 -0.677 0.203 -0.240
O -0.10167 1.83939 3.18859 -0.164 0.363 -1.010 -0.160
C -0.64357 -0.43641 3.43009 0.627 0.056 1.511 -0.125
C -0.36667 -1.68251 3.95199 0.249 -0.323 0.230 0.122
N -1.57767 -0.18781 2.42429 0.304 -1.584 1.280 -0.251
O -2.19907 0.96419 2.52519 -1.753 0.585 0.232 -0.099
O -1.39617 -0.56011 1.16289 -0.884 -0.849 -0.635 -0.091
N 1.61803 1.76709 5.49009 -0.181 -0.456 -0.080 -0.351
O 1.95313 1.72159 6.64409 0.270 0.112 0.631 0.125
O 1.81863 2.66119 4.70919 0.267 0.548 -0.164 0.124
H 1.79653 -0.73941 6.39819 0.007 0.072 -0.073 0.148
H -0.84027 -2.57791 3.57569 -0.040 -0.021 -0.027 0.148
```
Forces are in eV/Å.



Density functional theory data (ωB97M-V/def2-TZVPD) for 2 unconnected molecules or ions with the total composition C4H14NO2 in a non-equilibrium geometry.

Output
- Spin multiplicity: 1
- Energy relative to the best compared isomer or geometry (same formula, charge and spin): 1.1649 eV
- Charge: +1
- Electronic energy: -9953.5961 eV
- Largest force on an atom: 0.0297 hartree/bohr
- E_LUMO: -3.37 eV
- HOMO-LUMO gap: 10.03 eV

```
21
Properties=species:S:1:pos:R:3:forces:R:3:lowdin_charge:R:1
C -1.35620 -0.90886 0.25844 -0.201 0.996 -0.212 -0.121
C -0.29156 -0.05382 -0.38259 1.275 0.025 0.472 -0.201
C 0.81827 -0.90130 -1.05648 -1.152 0.402 -0.921 -0.172
C 1.97487 0.01384 -1.45381 0.225 -0.672 0.130 -0.271
O 1.55904 1.12079 -2.22377 -0.223 0.072 0.174 -0.052
N -2.22342 -0.18212 1.29091 0.325 -0.771 0.728 0.175
H -0.87530 -1.71713 0.78876 -0.289 -0.441 0.075 0.131
H -2.08477 -1.21934 -0.48364 0.198 -0.554 -0.061 0.135
H -0.65378 0.63792 -1.11772 -0.603 0.170 -0.458 0.112
H 0.21817 0.60026 0.32344 -0.170 -0.153 0.494 0.101
H 0.35469 -1.28634 -1.97519 0.255 -0.195 -0.046 0.120
H 1.13151 -1.79063 -0.50674 0.139 0.267 0.322 0.120
H 2.43626 0.39518 -0.54014 0.059 0.217 -0.158 0.123
H 2.72974 -0.57032 -1.99069 0.015 0.033 0.072 0.124
H 1.13571 0.80180 -3.02920 0.162 0.020 -0.039 0.099
H -2.37900 0.81199 1.13807 -0.242 -0.052 -0.547 0.169
H -1.78328 -0.20135 2.21838 0.474 0.157 -0.129 0.122
H -3.08418 -0.71634 1.39874 -0.335 0.457 -0.201 0.166
H 0.59439 0.23748 3.02508 0.082 0.518 0.297 0.077
H -0.15616 1.64324 3.17359 0.461 -0.492 0.101 0.083
O -0.14749 0.77970 2.73274 -0.452 -0.004 -0.090 -0.040
```
Forces are in eV/Å.